Entry from the OMol25 dataset: 2 unconnected molecules or ions with the total composition C6H16O in a non-equilibrium geometry (ωB97M-V with the def2-TZVPD basis set).

Results
spin multiplicity = 1
DFT total energy = -8528.7133 eV
energy relative to the best compared isomer or geometry (same formula, charge and spin) = 50.2 kJ/mol
max |F| = 2.38 eV/A

Geometry (Å):
C -1.281 -1.448 1.174
C -0.231 -0.336 1.688
C -0.197 0.887 0.814
C 0.405 0.668 -0.575
C 1.847 0.126 -0.742
C 2.989 1.092 -0.204
H -2.244 -0.907 1.061
H -1.480 -2.352 1.774
H -0.937 -1.766 0.204
H 0.770 -0.783 1.671
H -0.446 -0.033 2.721
H 0.413 1.635 1.348
H -1.201 1.326 0.660
H -0.253 -0.070 -1.103
H 0.348 1.637 -1.070
H 2.053 -0.197 -1.773
H 1.934 -0.770 -0.117
H 2.910 2.027 -0.805
H 2.856 1.363 0.835
H 4.027 0.696 -0.354
O -3.013 -0.789 -1.915
H -3.537 -1.131 -1.229
H -2.312 -0.297 -1.430

natural (NBO) population analysis, charges in e, atoms 1 to 8: -0.620, -0.394, -0.401, -0.395, -0.397, -0.616, 0.187, 0.220